a.
# C20H34N6O2

C20H34N6O2 in the gas phase (the ωB97M-V functional and the def2-TZVPD basis, the Open Molecules 2025 dataset).

Last columns: bonded neighbours and bond lengths (Å).
CARTESIAN COORDINATES (ANGSTROEM)
1 C -3.9502 4.3112 3.0703  C2 1.500, H29 1.094, H30 1.090, H31 1.093
2 C -3.8253 2.8245 2.9127  C1 1.500, C3 1.330, C28 1.508
3 C -4.8857 2.0257 2.8309  C2 1.330, C4 1.504, H32 1.086
4 C -4.8126 0.5368 2.6347  C3 1.504, C5 1.528, H33 1.094, H34 1.095
5 C -3.4263 0.1119 2.1528  C4 1.528, C6 1.518, C27 1.532, H35 1.090
6 C -3.2686 -1.3953 2.2350  C5 1.518, O7 1.222, N8 1.367
7 O -3.3840 -1.9438 3.3208  C6 1.222
8 N -2.9575 -2.0994 1.1055  C6 1.367, C9 1.452, C10 1.455
9 C -2.6630 -3.5156 1.2291  N8 1.452, H36 1.084, H37 1.093, H38 1.092
10 C -2.8845 -1.5693 -0.2477  N8 1.455, C11 1.533, H39 1.093, H40 1.088
11 C -1.4633 -1.2196 -0.7035  C10 1.533, C12 1.531, H41 1.091, H42 1.095
12 C -1.0323 0.2166 -0.3951  C11 1.531, C13 1.520, N14 1.457, H43 1.091
13 C -1.7358 1.2442 -1.2671  C12 1.520, H44 1.090, H45 1.091, H46 1.094
14 N 0.4076 0.3565 -0.5674  C12 1.457, C15 1.363, H47 1.005
15 C 1.2649 -0.0129 0.4261  N14 1.363, O16 1.215, C17 1.486
16 O 0.8810 -0.4869 1.4765  C15 1.215
17 C 2.7021 0.1818 0.1014  C15 1.486, C18 1.373, N26 1.359
18 C 3.3384 0.1316 -1.1143  C17 1.373, N19 1.345, H48 1.075
19 N 4.6340 0.3389 -0.8163  C18 1.345, C20 1.453, N25 1.342
20 C 5.7993 0.3606 -1.6838  N19 1.453, C21 1.521, H49 1.090, H50 1.088
21 C 5.9968 -0.9561 -2.4189  C20 1.521, N22 1.456, H51 1.103, H52 1.091
22 N 4.9872 -1.1946 -3.4405  C21 1.456, C23 1.454, C24 1.454
23 C 4.9105 -2.6080 -3.7740  N22 1.454, H53 1.090, H54 1.102, H55 1.090
24 C 5.2354 -0.4067 -4.6364  N22 1.454, H56 1.090, H57 1.090, H58 1.102
25 N 4.7912 0.5135 0.5050  N19 1.342, N26 1.288
26 N 3.6349 0.4119 1.0625  C17 1.359, N25 1.288
27 C -2.3616 0.7717 3.0345  C5 1.532, C28 1.522, H59 1.092, H60 1.093
28 C -2.4190 2.2827 2.8603  C2 1.508, C27 1.522, H61 1.099, H62 1.094
29 H -3.4250 4.8318 2.2645  C1 1.094
30 H -4.9919 4.6305 3.0623  C1 1.090
31 H -3.4941 4.6419 4.0072  C1 1.093
32 H -5.8780 2.4620 2.9021  C3 1.086
33 H -5.0388 0.0092 3.5656  C4 1.094
34 H -5.5738 0.2262 1.9119  C4 1.095
35 H -3.2941 0.4851 1.1372  C5 1.090
36 H -2.7073 -3.7911 2.2769  C9 1.084
37 H -3.3915 -4.1056 0.6665  C9 1.093
38 H -1.6649 -3.7343 0.8427  C9 1.092
39 H -3.2841 -2.3469 -0.9036  C10 1.093
40 H -3.5583 -0.7218 -0.3550  C10 1.088
41 H -0.7627 -1.9011 -0.2189  C11 1.091
42 H -1.3753 -1.3756 -1.7841  C11 1.095
43 H -1.2340 0.4236 0.6570  C12 1.091
44 H -2.8180 1.1818 -1.1567  C13 1.090
45 H -1.4332 2.2567 -0.9966  C13 1.091
46 H -1.5016 1.0795 -2.3228  C13 1.094
47 H 0.7598 0.8949 -1.3399  N14 1.005
48 H 3.0165 -0.0789 -2.1181  C18 1.075
49 H 5.7159 1.1992 -2.3754  C20 1.090
50 H 6.6444 0.5518 -1.0256  C20 1.088
51 H 7.0128 -0.9688 -2.8479  C21 1.103
52 H 5.9461 -1.7626 -1.6854  C21 1.091
53 H 4.1279 -2.7670 -4.5157  C23 1.090
54 H 5.8562 -2.9942 -4.1867  C23 1.102
55 H 4.6614 -3.1855 -2.8840  C23 1.090
56 H 4.4424 -0.5844 -5.3625  C24 1.090
57 H 5.2412 0.6584 -4.4062  C24 1.090
58 H 6.1987 -0.6606 -5.1078  C24 1.102
59 H -2.5652 0.4965 4.0712  C27 1.092
60 H -1.3656 0.3899 2.7962  C27 1.093
61 H -1.9606 2.5752 1.9055  C28 1.099
62 H -1.8188 2.7723 3.6331  C28 1.094

Results
LUMO level   0.4 eV
SMILES string   CC1=CC[C@H](C(=O)N(C)CC[C@H](C)NC(=O)c2cn(CCN(C)C)nn2)CC1
Gap between HOMO and LUMO   9.06 eV
HOMO energy   -8.68 eV
Multiplicity   1


b.
# C20H34N6O2

8 unconnected molecules or ions with the total composition C20H34N6O2 (the ωB97M-V functional and the def2-TZVPD basis, the Open Molecules 2025 dataset).

Last columns: bonded neighbours and bond lengths (Å).
CARTESIAN COORDINATES (ANGSTROEM)
1 C 12.2562 -5.1181 -18.5669  C2 1.533, C5 1.508, H6 1.092, H7 1.099
2 C 12.8323 -4.3301 -17.3847  C1 1.533, C3 1.543, H8 1.090, H9 1.094
3 C 13.8021 -5.3870 -16.8157  C2 1.543, O4 1.426, H10 1.097, H11 1.089
4 O 14.2214 -6.2175 -17.8962  C3 1.426, C5 1.422
5 C 13.4630 -5.8816 -19.0514  C1 1.508, O4 1.422, H12 1.090, H13 1.099
6 H 11.6769 -4.5833 -19.3222  C1 1.092
7 H 11.4865 -5.7252 -18.0709  C1 1.099
8 H 12.0934 -4.0784 -16.6241  C2 1.090
9 H 13.4018 -3.4211 -17.6017  C2 1.094
10 H 13.2176 -6.0046 -16.1225  C3 1.097
11 H 14.6390 -4.9479 -16.2750  C3 1.089
12 H 13.2364 -6.8124 -19.5718  C5 1.090
13 H 14.0117 -5.2162 -19.7322  C5 1.099
14 C 9.5870 0.3286 -19.7511  C15 1.512, C18 1.541, H19 1.093, H20 1.093
15 C 10.3440 0.0069 -18.4821  C14 1.512, C16 1.530, H21 1.091, H22 1.088
16 C 11.0338 -1.2869 -18.9207  C15 1.530, O17 1.426, H23 1.088, H24 1.091
17 O 10.0319 -1.9862 -19.6553  C16 1.426, C18 1.441
18 C 9.0985 -1.0516 -20.2319  C14 1.541, O17 1.441, H25 1.095, H26 1.092
19 H 10.1989 0.7644 -20.5454  C14 1.093
20 H 8.7287 0.9994 -19.6652  C14 1.093
21 H 9.6039 -0.1665 -17.6999  C15 1.091
22 H 11.0514 0.7794 -18.1877  C15 1.088
23 H 11.3267 -1.8401 -18.0313  C16 1.088
24 H 11.8584 -1.0524 -19.5958  C16 1.091
25 H 8.0899 -1.2431 -19.8522  C18 1.095
26 H 9.0230 -1.1054 -21.3195  C18 1.092
27 C 12.0236 -3.8506 -22.8736  C28 1.448, H30 1.085, H31 1.096, H32 1.090
28 C 12.2267 -5.2775 -22.7333  C27 1.448, N29 1.147
29 N 12.3883 -6.3984 -22.5487  C28 1.147
30 H 11.0174 -3.5465 -22.6044  C27 1.085
31 H 12.2235 -3.6321 -23.9290  C27 1.096
32 H 12.7722 -3.2422 -22.3672  C27 1.090
33 C 5.9924 -7.0609 -22.3173  C34 1.454, H36 1.095, H37 1.086, H38 1.088
34 C 4.6332 -6.5791 -22.5060  C33 1.454, N35 1.145
35 N 3.5667 -6.1902 -22.6521  C34 1.145
36 H 5.9357 -8.1456 -22.1788  C33 1.095
37 H 6.4792 -6.6550 -21.4359  C33 1.086
38 H 6.6486 -6.9214 -23.1736  C33 1.088
39 C 5.3538 -1.9110 -20.9388  C40 1.466, H42 1.090, H43 1.089, H44 1.085
40 C 4.3414 -2.5090 -21.8149  C39 1.466, N41 1.147
41 N 3.5235 -2.9697 -22.4739  C40 1.147
42 H 5.0399 -2.1984 -19.9348  C39 1.090
43 H 5.4085 -0.8347 -21.0961  C39 1.089
44 H 6.3642 -2.2644 -21.1190  C39 1.085
45 C 8.9439 -4.9765 -21.2755  C46 1.470, H48 1.083, H49 1.088, H50 1.093
46 C 7.9189 -4.3966 -22.1547  C45 1.470, N47 1.148
47 N 7.0743 -3.9389 -22.7832  C46 1.148
48 H 9.6539 -5.6221 -21.7780  C45 1.083
49 H 8.3788 -5.5066 -20.5122  C45 1.088
50 H 9.4549 -4.1523 -20.7708  C45 1.093
51 C 8.6075 -4.0232 -17.4979  C52 1.457, H54 1.084, H55 1.091, H56 1.093
52 C 7.5978 -4.8155 -16.8086  C51 1.457, N53 1.145
53 N 6.8042 -5.4440 -16.2739  C52 1.145
54 H 8.2548 -3.3865 -18.3019  C51 1.084
55 H 9.3940 -4.6923 -17.8503  C51 1.091
56 H 9.0876 -3.3944 -16.7432  C51 1.093
57 C 9.9585 -9.9167 -21.4404  C58 1.468, H60 1.087, H61 1.088, H62 1.088
58 C 9.7359 -8.6910 -20.6636  C57 1.468, N59 1.149
59 N 9.5966 -7.7123 -20.0786  C58 1.149
60 H 10.3556 -10.6884 -20.7865  C57 1.087
61 H 10.6684 -9.7383 -22.2452  C57 1.088
62 H 9.0135 -10.2193 -21.8872  C57 1.088

Results
LUMO level   0.2 eV
SMILES string   C1CCOC1.C1CCOC1.CC#N.CC#N.CC#N.CC#N.CC#N.CC#N
Gap between HOMO and LUMO   9.89 eV
HOMO energy   -9.72 eV
Multiplicity   1


Most favorable structure: a. The second most favorable one is 82.4 kcal/mol above it.


a.
# C6H15NS

3 unconnected molecules or ions with the total composition C6H15NS (the ωB97M-V functional and the def2-TZVPD basis, the Open Molecules 2025 dataset).

Last columns: bonded neighbours and bond lengths (Å).
CARTESIAN COORDINATES (ANGSTROEM)
1 C -0.1015 -2.5507 -2.0137  C2 1.494, H5 1.096, H6 1.098, H7 1.102
2 C -0.4593 -1.5311 -0.9825  C1 1.494, C3 1.342, H8 1.077
3 C -1.6931 -1.0030 -0.9825  C2 1.342, N4 1.409, H9 1.098
4 N -2.3342 -0.2933 0.0525  C3 1.409, H11 1.013, H12 1.041
5 H -0.8614 -2.5466 -2.8029  C1 1.096
6 H 0.8829 -2.3613 -2.4619  C1 1.098
7 H -0.0884 -3.5606 -1.5717  C1 1.102
8 H 0.1682 -1.4018 -0.1167  C2 1.077
9 H -2.3456 -1.1982 -1.8439  C3 1.098
10 H -1.3706 -1.2826 2.2283  no bonds
11 H -3.1123 -0.7921 0.4663  N4 1.013
12 H -1.6714 -0.1788 0.8469  N4 1.041
13 C 2.4752 1.6973 0.6673  C14 1.551, H17 1.102, H18 1.092, H19 1.094
14 C 0.9881 1.7840 0.2339  C13 1.551, C15 1.514, H20 1.091, H21 1.098
15 C 0.0062 1.7768 1.3867  C14 1.514, S16 1.813, H22 1.104, H23 1.104
16 S 0.0068 0.1957 2.2748  C15 1.813
17 H 2.7274 2.6027 1.2427  C13 1.102
18 H 3.1265 1.7341 -0.2084  C13 1.092
19 H 2.7173 0.8522 1.3182  C13 1.094
20 H 0.8631 2.5994 -0.4801  C14 1.091
21 H 0.8488 0.8531 -0.3320  C14 1.098
22 H -1.0167 1.9805 1.0253  C15 1.104
23 H 0.2441 2.6246 2.0534  C15 1.104

Results
LUMO level   -1.6 eV
Gap between HOMO and LUMO   6.50 eV
HOMO energy   -8.14 eV
Multiplicity   1


b.
# C6H15NS

2 unconnected molecules or ions with the total composition C6H15NS (the ωB97M-V functional and the def2-TZVPD basis, the Open Molecules 2025 dataset).

Last columns: bonded neighbours and bond lengths (Å).
CARTESIAN COORDINATES (ANGSTROEM)
1 C -0.7446 -1.6696 -0.5097  C2 1.501, C4 1.607, H9 1.099, H10 1.106
2 C -0.4821 -0.9246 -1.7865  C1 1.501, S3 1.805, H11 1.089, H12 1.091
3 S 0.0586 0.7976 -1.8016  C2 1.805
4 C 0.4437 -1.8908 0.5498  C1 1.607, N5 1.425, H14 1.113, H15 1.096
5 N 0.4652 -1.2476 1.8215  C4 1.425, C6 1.448
6 C 0.6523 0.1837 1.7023  N5 1.448, C7 1.560, H17 1.109, H18 1.102
7 C -0.5956 1.0896 1.4677  C6 1.560, C8 1.520, H19 1.108, H20 1.080
8 C -0.2598 2.5484 1.2064  C7 1.520, H21 1.091, H22 1.093, H23 1.091
9 H -1.5970 -1.2534 0.0448  C1 1.099
10 H -1.0835 -2.6949 -0.7497  C1 1.106
11 H -1.4210 -0.8543 -2.3331  C2 1.089
12 H 0.1800 -1.5516 -2.3857  C2 1.091
13 H 2.7426 -0.6551 -3.4274  H16 0.744
14 H 1.3210 -1.6542 -0.0934  C4 1.113
15 H 0.5254 -2.9708 0.7172  C4 1.096
16 H 2.4368 -0.4785 -2.7720  H13 0.744
17 H 1.1863 0.6919 2.5313  C6 1.109
18 H 1.3323 0.2450 0.8370  C6 1.102
19 H -1.2634 0.9933 2.3468  C7 1.108
20 H -1.0725 0.5628 0.6546  C7 1.080
21 H -1.0255 2.9363 0.5323  C8 1.091
22 H 0.7322 2.8457 0.8562  C8 1.093
23 H -0.3396 3.0325 2.1810  C8 1.091

Results
LUMO level   -3.3 eV
Gap between HOMO and LUMO   4.40 eV
HOMO energy   -7.69 eV
Multiplicity   1


Most favorable structure: a. The second most favorable one is 53.8 kcal/mol above it.


a.
# CH2O5P

A gas-phase ion, CH2O5P (charge -1) (the ωB97M-V functional and the def2-TZVPD basis, the Open Molecules 2025 dataset).

Last columns: bonded neighbours and bond lengths (Å).
CARTESIAN COORDINATES (ANGSTROEM)
1 C -0.4997 -0.4582 -0.6653  O4 1.353, O5 1.404, O6 1.419, P7 2.232, H8 1.044
2 O 1.4997 0.6145 1.2242  P7 1.477
3 O -0.7139 1.9405 1.7138  P7 1.481
4 O -0.2073 0.8625 -0.6711  C1 1.353, P7 1.732
5 O -0.6798 -0.7263 0.7013  C1 1.404, P7 1.790
6 O 0.5136 -1.2445 -1.2727  C1 1.419, H9 0.976
7 P 0.0561 0.8699 1.0407  C1 2.232, O2 1.477, O3 1.481, O4 1.732, O5 1.790
8 H -1.3989 -0.7536 -1.1048  C1 1.044
9 H 1.4301 -1.1047 -0.9662  O6 0.976

Results
LUMO level   4.1 eV
Gap between HOMO and LUMO   9.68 eV
HOMO energy   -5.61 eV
Multiplicity   1
Charge   -1


b.
# CH2O5P

A gas-phase ion, CH2O5P (charge -1) (the ωB97M-V functional and the def2-TZVPD basis, the Open Molecules 2025 dataset).

Last columns: bonded neighbours and bond lengths (Å).
CARTESIAN COORDINATES (ANGSTROEM)
1 O 2.7312 -0.5573 -0.7468  C2 1.244
2 C 1.7592 -0.0343 -0.1728  O1 1.244, O3 1.256, O4 1.434
3 O 1.6780 1.0417 0.4708  C2 1.256
4 O 0.5190 -0.7301 -0.3582  C2 1.434, P5 1.623
5 P -0.5578 -0.2443 0.7544  O4 1.623, O6 1.724, O7 1.704
6 O -1.4237 1.0643 0.0403  P5 1.724, H8 0.959
7 O -1.7180 -1.3738 0.2231  P5 1.704, H9 0.970
8 H -0.7315 1.7086 0.2004  O6 0.959
9 H -2.2563 -0.8747 -0.4112  O7 0.970

Results
LUMO level   3.9 eV
SMILES string   O=C([O-])OP(O)O
Gap between HOMO and LUMO   8.87 eV
HOMO energy   -4.96 eV
Multiplicity   1
Charge   -1


Most favorable structure: a. The second most favorable one is 9.1 kcal/mol above it.